C42H108N6O18 | wB97M-V/def2-TZVPD

Structure (XYZ):
```
174
Properties=species:S:1:pos:R:3
H 0.55257 4.37027 2.08852
H -2.95486 -1.45663 -0.51087
H 4.50771 -3.31315 0.63898
H 1.75831 -3.27801 0.61275
H 5.10651 8.18382 -0.43725
H -6.02824 -0.73495 2.74759
H -4.07582 -2.46713 -7.10443
H -0.62941 0.15254 -1.13572
H 1.57087 2.44208 -4.23778
H 0.48812 -4.47872 0.41415
H 3.06609 -0.45925 3.18009
C 0.41860 -3.42643 3.46720
H -4.46668 1.77486 -2.01698
H 0.73402 -1.02684 1.97355
H -4.05643 5.08250 -0.70718
H 4.54644 -2.19575 -2.95000
C 2.57430 7.94316 -0.51700
H 6.34276 -9.52215 -0.52891
H -1.71890 -4.92013 3.69260
H -3.86243 0.68087 3.51755
O -4.52296 3.33186 0.24382
H 2.34688 0.92060 -0.25887
H 2.42817 -2.61718 3.81909
N 1.09036 -0.97587 3.60950
C 2.96973 3.48276 3.71858
C 1.29969 -3.96362 -0.09979
H 2.10700 -6.36407 0.89794
H -6.76057 2.20172 -1.23698
H 4.25597 -6.57737 -0.54501
H -0.75811 5.01615 1.07486
H 4.06776 -9.11625 -2.86530
O 4.33265 -9.31032 -0.80777
C 1.85046 1.40904 3.53983
C 2.24431 -0.04656 3.76529
H -4.96953 -2.70631 -1.43589
H -0.36375 4.94737 -4.50614
H 2.90361 -4.87918 1.56837
H 0.95562 1.60495 4.13057
H 4.03055 -1.56076 0.57191
C 5.57011 -8.75959 -0.43094
C 1.39605 -2.36135 4.05862
N 1.46379 6.45479 -2.18964
H 3.63830 -3.30239 -2.02487
H -2.02624 -0.51930 4.18051
H -9.10667 2.70194 -3.29277
H 5.27371 -10.33011 -2.43337
H 2.61358 -0.04608 4.79083
H -3.32327 -3.28622 -1.11733
H 2.51727 -1.14605 -2.64407
H -0.60237 6.20507 -2.41523
H 0.95037 8.47479 -1.91936
H -4.55095 -1.00998 -8.06267
O -5.01125 -0.97222 -6.01547
O -2.53241 -0.67067 -0.86497
C 2.96559 1.09906 -1.13833
H -1.31157 3.51406 2.68620
C 4.34195 -9.86069 -2.11782
C 0.62995 2.62388 -3.71843
H -0.18276 2.48198 -4.43079
C 5.62532 -8.15736 0.96044
H -3.14523 3.64725 -1.30853
H 5.30648 0.59184 2.60743
H -5.35144 0.24132 -2.04722
H 2.02170 3.97779 3.92903
C 2.81518 -5.55525 0.71796
H -2.04050 0.96194 6.43598
C 1.21933 7.63703 -1.27600
N 5.27269 -2.16888 -1.00073
C 4.17032 -2.35489 -1.93941
H 5.72360 -9.07674 1.53766
O 3.38424 8.54618 -1.45186
C -0.77980 -0.66363 0.83845
H 6.45501 -7.53629 1.29806
O -0.96105 3.16165 1.86490
H 2.99214 7.09177 0.02027
H -5.67186 -2.27518 -7.55328
C -1.85598 -3.97989 3.15850
C -5.13518 -1.02702 2.19511
H -3.58227 -0.34389 1.23735
H -3.39280 2.64658 1.76149
C -1.35213 1.06960 5.59774
C 4.61096 9.05578 -0.86411
H 2.34636 6.61602 -2.65352
H 3.64918 -8.10348 1.17746
O 0.49792 -1.10974 1.04673
C 3.12745 -1.18076 -1.74154
H -3.67293 0.64249 -6.26871
H 4.71166 0.56765 0.99558
H 2.48748 -1.40038 -0.88696
O -0.14983 0.46912 5.97085
C -2.08270 0.56154 4.30967
C -5.38775 -1.89426 0.94574
H 1.66609 1.71079 2.50878
C -3.84846 0.16659 -4.11840
C 4.17879 -6.24821 0.49123
H 2.36110 8.65413 0.28122
H 0.57520 1.74809 -3.07182
C 0.52199 5.02588 -3.87574
O -4.18588 -2.39439 0.47863
O -3.46204 0.91976 4.35673
H 0.42733 -0.71091 4.32384
H -5.53480 0.98458 0.45999
H -0.04490 3.29990 -0.63117
H -1.62098 0.92780 3.39273
H -5.75785 0.73645 -4.32251
H 6.83643 -2.44224 1.22967
H 5.76546 -7.98557 -1.17312
C -0.15560 4.13466 1.29410
H -5.96297 -1.37668 0.17806
H 3.24777 3.58484 2.66959
C -1.11461 -0.70213 -0.66431
H 0.34375 0.97401 6.62128
C -3.58174 4.13865 -0.43900
C -4.32594 -3.18970 -0.70089
O 2.98164 2.12319 3.94402
H 1.37720 5.13900 -4.54201
H -1.44774 -1.33267 1.38098
H 4.96146 -5.49109 0.53924
C -5.27636 1.22926 -2.50157
O 1.72208 4.16433 -0.19788
C -8.94222 1.83731 -2.64975
C 0.32584 6.25212 -2.98471
H -9.22740 1.98633 -1.60833
C -4.86742 1.21594 1.29016
H 6.04616 1.64939 1.31623
C -3.81573 -0.25803 -5.67141
H -1.75761 -4.05332 2.07543
H 5.71299 -1.85640 2.47615
H -3.04764 -1.02791 -5.74492
O 2.35287 -4.83656 -0.41334
H -2.88454 0.52830 -3.76046
H -4.56439 -1.67074 2.86437
H 3.58787 -10.63899 -2.23493
H -3.86647 -0.71177 -3.47323
O 0.54220 3.89096 -3.05923
H -9.66368 1.14975 -3.09118
H -2.88544 -3.62167 3.16042
C -3.87660 2.24966 0.86903
H 1.33607 4.90915 -0.66461
H -5.48127 1.70180 2.04860
N -4.20542 0.02764 1.94003
H 3.60071 1.91482 -0.79297
H -3.18745 1.73675 0.19815
H -2.68956 4.40065 0.12975
H -0.78234 0.33001 1.28651
H -6.01681 -2.71000 1.30205
H 5.66108 -1.23730 -1.03817
H 5.26304 9.50556 -1.61283
H 0.67096 -3.60042 2.42119
O 6.45294 -0.41209 1.08302
H 2.22007 1.45899 -1.84737
C -6.62431 1.99946 -2.29935
H 0.94657 2.37288 0.47075
C 4.81390 -2.29682 0.39116
C 0.63013 3.38544 0.22037
H 0.13806 7.10252 -3.64018
N -4.92997 1.13420 -3.90239
O -0.90861 -2.98774 3.55826
H -4.78507 -4.16488 -0.53862
H -0.76717 -1.56292 -1.23565
C 5.98785 -1.78622 1.42371
H 0.48188 -4.31716 4.09226
H 4.40711 9.73341 -0.03503
H 3.76804 3.97271 4.27603
H 0.92182 -3.45250 -0.98527
N 4.40108 -7.44442 1.32030
O 3.75334 0.04433 -1.62311
H -1.21770 2.15068 5.63371
O -7.68211 1.19964 -2.79871
C 5.63172 0.67380 1.57032
H 0.42717 7.44314 -0.55282
H 1.36406 -2.44854 5.14466
H -6.55046 2.93170 -2.85934
C -4.81471 -1.67780 -7.24259
```

Properties
- Total charge: 0
- SMILES string: COCCNCCOC.COCCNCCOC.COCCNCCOC.COCCNCCOC.COCCNCCOC.COCCNCCOC.OCCO.OCCO.OCCO
- HOMO energy: -8.11 eV
- E: -91088.45691 eV
- M: 985.3 g mol⁻¹
- LUMO energy: 0.510 eV

Atom charges from the Löwdin analysis, given in e for atoms 1 to 99: atom 1 (H): 0.101, atom 2 (H): 0.015, atom 3 (H): 0.087, atom 4 (H): 0.060, atom 5 (H): 0.084, atom 6 (H): 0.136, atom 7 (H): 0.079, atom 8 (H): 0.108, atom 9 (H): 0.090, atom 10 (H): 0.081, atom 11 (H): 0.108, atom 12 (C): -0.208, atom 13 (H): 0.100, atom 14 (H): 0.004, atom 15 (H): 0.093, atom 16 (H): 0.105, atom 17 (C): -0.253, atom 18 (H): 0.119, atom 19 (H): 0.091, atom 20 (H): -0.001, atom 21 (O): -0.167, atom 22 (H): 0.066, atom 23 (H): 0.113, atom 24 (N): -0.051, atom 25 (C): -0.115, atom 26 (C): -0.117, atom 27 (H): 0.123, atom 28 (H): 0.105, atom 29 (H): 0.105, atom 30 (H): 0.115, atom 31 (H): 0.086, atom 32 (O): -0.185, atom 33 (C): -0.198, atom 34 (C): -0.150, atom 35 (H): 0.093, atom 36 (H): 0.118, atom 37 (H): 0.111, atom 38 (H): 0.109, atom 39 (H): 0.085, atom 40 (C): -0.259, atom 41 (C): -0.140, atom 42 (N): -0.068, atom 43 (H): 0.104, atom 44 (H): 0.107, atom 45 (H): 0.086, atom 46 (H): 0.085, atom 47 (H): 0.121, atom 48 (H): 0.097, atom 49 (H): 0.117, atom 50 (H): 0.125, atom 51 (H): 0.111, atom 52 (H): 0.087, atom 53 (O): -0.203, atom 54 (O): -0.099, atom 55 (C): -0.104, atom 56 (H): 0.094, atom 57 (C): -0.104, atom 58 (C): -0.091, atom 59 (H): 0.083, atom 60 (C): -0.197, atom 61 (H): 0.084, atom 62 (H): 0.074, atom 63 (H): 0.104, atom 64 (H): 0.083, atom 65 (C): -0.205, atom 66 (H): 0.112, atom 67 (C): -0.135, atom 68 (N): -0.049, atom 69 (C): -0.164, atom 70 (H): 0.111, atom 71 (O): -0.198, atom 72 (C): -0.252, atom 73 (H): 0.124, atom 74 (O): -0.094, atom 75 (H): 0.121, atom 76 (H): 0.082, atom 77 (C): -0.079, atom 78 (C): -0.180, atom 79 (H): 0.079, atom 80 (H): 0.116, atom 81 (C): -0.232, atom 82 (C): -0.066, atom 83 (H): 0.124, atom 84 (H): 0.095, atom 85 (O): -0.092, atom 86 (C): -0.242, atom 87 (H): 0.118, atom 88 (H): 0.055, atom 89 (H): 0.086, atom 90 (O): -0.080, atom 91 (C): -0.217, atom 92 (C): -0.221, atom 93 (H): 0.112, atom 94 (C): -0.184, atom 95 (C): -0.188, atom 96 (H): 0.111, atom 97 (H): 0.060, atom 98 (C): -0.219, atom 99 (O): -0.221


C36H49BrCl6N4O3SiV | wB97M-V/def2-TZVPD

Structure (XYZ):
```
101
Properties=species:S:1:pos:R:3
H 3.80916 -5.10035 -2.78749
O 4.09566 -3.48299 -3.94487
C 2.87602 -3.42993 -1.85385
H -1.35256 2.57573 -3.04291
C -1.62800 -4.08747 0.52867
C -2.32620 -6.87685 0.61858
C -1.35933 5.00771 -1.68499
C -1.11877 -2.80649 -3.54113
H 2.66872 1.36405 -1.63352
Cl -4.10016 -3.49345 -0.51026
H 1.40222 5.51946 -1.93759
C 1.55506 0.55586 4.91786
H -3.30253 -0.78499 -1.20420
C -0.67002 -0.36760 5.58625
H -2.95894 2.94286 -2.41181
Cl -4.74382 -6.47891 -0.47714
H 2.47769 -0.84845 6.25683
H -2.02454 1.59804 -1.73629
H 3.41863 2.57198 -0.58624
H 0.35320 -1.73181 6.88956
H 2.81080 0.85806 6.62655
C -0.78875 -5.08624 1.04673
H 2.69667 5.06339 -0.82314
C -3.06134 -1.48410 -3.20991
C -2.87429 -4.58266 0.10310
H 2.33320 0.43683 4.16732
C -2.39729 3.58614 0.08599
H 0.87906 5.58987 2.34867
C -0.04508 -0.71201 6.91799
C -2.29632 -2.26619 -4.04958
H -0.97323 5.75401 -0.98387
O -1.54002 -2.75380 -6.23684
Cl 0.76220 -4.63014 1.71943
N -1.59997 -1.92261 -1.37270
C 1.72368 3.33661 -1.78348
H 1.14592 5.79110 0.61665
H -1.15473 0.60773 5.64258
C 2.20878 4.80166 -1.76558
H -1.90229 0.14018 1.86833
H -0.45483 -3.35495 -4.19616
C -2.30843 -0.67818 1.28287
Cl -2.70006 -2.04605 2.37157
N 0.20480 -1.51906 2.44305
H 1.22582 1.59558 4.92562
Cl -2.72659 -8.54555 0.63355
C 2.04816 0.15935 6.29142
C 0.31429 -0.94122 3.44067
C 0.56418 5.23782 1.35857
H 2.94844 4.94373 -2.56288
C 3.08409 -2.80124 -0.63863
Cl 0.01611 -7.58940 1.73797
C -1.94943 2.61351 -2.13230
C -2.70731 -2.51803 -5.46896
C 1.19904 3.00332 -3.18905
C 2.25803 3.41776 1.59152
H 2.11876 -1.81399 1.00468
C 2.93692 2.42014 -1.54970
C -1.10022 -6.44550 1.09959
C 2.00467 -2.28028 0.03937
C 1.58956 -3.44121 -2.38124
H -3.27847 -1.66529 -5.83829
H -3.36880 -3.38934 -5.47690
C 4.00863 -4.04145 -2.64312
H 2.94705 3.97682 0.95715
H -0.75839 5.05889 -2.59474
C -0.79009 -2.58651 -2.22780
H 0.42751 3.69507 -3.52930
H 4.94437 -3.95283 -2.08930
C 0.56041 -2.87094 -1.67376
H -3.95878 -0.99077 -3.56112
H -0.48544 5.51488 1.23545
V -0.98152 -2.08533 0.57297
H 2.03370 3.07486 -3.89792
H 0.80330 1.98432 -3.24587
H 0.28815 3.41152 3.33763
N 0.40681 -0.29922 4.57702
H -3.39246 3.82106 -0.31107
Br 0.21161 0.82064 -0.21945
C -2.69120 -1.35342 -1.88584
H -3.20910 -0.36079 0.76464
H -0.78892 -0.64487 7.70704
H -1.40172 -1.11209 5.28254
H 3.68030 2.64018 -2.32693
C -1.39727 3.58986 -1.07920
C -3.22369 -5.93728 0.12208
H 4.07485 -2.73722 -0.20446
H 2.45608 3.72054 2.62818
H -2.45689 2.60580 0.57114
C -0.04839 3.02814 2.36436
O 0.98977 0.20838 7.23452
H 0.09399 1.94311 2.36048
N 0.75508 -2.33148 -0.45046
Si 0.34483 3.10414 -0.48592
H 4.40450 -2.57372 -3.88021
H 1.41456 -3.87221 -3.36025
H -1.11481 3.23022 2.28886
H -1.79206 -2.92460 -7.14887
H -2.37987 5.30890 -1.95181
H -2.16837 4.33587 0.84421
C 0.78563 3.71416 1.26857
H 2.49059 2.35117 1.50055
```

Properties
- Total charge: +1
- HOMO energy (spin up / spin down): -10.60 / -10.74 eV
- E: -228969.44449 eV
- M: 957.5 g mol⁻¹
- 2S+1: 3
- LUMO energy (spin up / spin down): -3.247 / -3.278 eV

Atom charges from the Löwdin analysis, given in e for atoms 1 to 99: atom 1 (H): 0.136, atom 2 (O): -0.034, atom 3 (C): -0.151, atom 4 (H): 0.063, atom 5 (C): -0.292, atom 6 (C): -0.714, atom 7 (C): -0.079, atom 8 (C): 0.078, atom 9 (H): 0.046, atom 10 (Cl): 0.732, atom 11 (H): 0.073, atom 12 (C): -0.100, atom 13 (H): 0.093, atom 14 (C): -0.087, atom 15 (H): 0.093, atom 16 (Cl): 0.690, atom 17 (H): 0.133, atom 18 (H): 0.030, atom 19 (H): 0.059, atom 20 (H): 0.134, atom 21 (H): 0.134, atom 22 (C): -0.652, atom 23 (H): 0.065, atom 24 (C): 0.007, atom 25 (C): -0.649, atom 26 (H): 0.135, atom 27 (C): -0.095, atom 28 (H): 0.094, atom 29 (C): -0.176, atom 30 (C): -0.152, atom 31 (H): 0.074, atom 32 (O): -0.044, atom 33 (Cl): 0.707, atom 34 (N): -0.021, atom 35 (C): -0.627, atom 36 (H): 0.072, atom 37 (H): 0.137, atom 38 (C): -0.080, atom 39 (H): -0.019, atom 40 (H): 0.125, atom 41 (C): -0.630, atom 42 (Cl): 0.639, atom 43 (N): 0.125, atom 44 (H): 0.122, atom 45 (Cl): 0.704, atom 46 (C): -0.180, atom 47 (C): -0.216, atom 48 (C): -0.078, atom 49 (H): 0.094, atom 50 (C): 0.013, atom 51 (Cl): 0.690, atom 52 (C): -0.113, atom 53 (C): -0.192, atom 54 (C): -0.101, atom 55 (C): -0.102, atom 56 (H): 0.094, atom 57 (C): -0.116, atom 58 (C): -0.712, atom 59 (C): -0.152, atom 60 (C): 0.074, atom 61 (H): 0.129, atom 62 (H): 0.140, atom 63 (C): -0.193, atom 64 (H): 0.066, atom 65 (H): 0.065, atom 66 (C): -0.169, atom 67 (H): 0.064, atom 68 (H): 0.125, atom 69 (C): -0.168, atom 70 (H): 0.132, atom 71 (H): 0.067, atom 72 (V): 0.514, atom 73 (H): 0.093, atom 74 (H): 0.076, atom 75 (H): 0.085, atom 76 (N): -0.062, atom 77 (H): 0.094, atom 78 (Br): 0.632, atom 79 (C): -0.171, atom 80 (H): 0.007, atom 81 (H): 0.135, atom 82 (H): 0.126, atom 83 (H): 0.091, atom 84 (C): -0.625, atom 85 (C): -0.704, atom 86 (H): 0.128, atom 87 (H): 0.090, atom 88 (H): 0.071, atom 89 (C): -0.118, atom 90 (O): -0.113, atom 91 (H): 0.029, atom 92 (N): -0.049, atom 93 (Si): 0.511, atom 94 (H): 0.099, atom 95 (H): 0.135, atom 96 (H): 0.062, atom 97 (H): 0.101, atom 98 (H): 0.094, atom 99 (H): 0.066


Record-wise relative energy (zero: lowest compared OMol25 entry of this formula, charge and spin) values, in kJ/mol: 222.27, 16.38